The following is a quantum chemistry calculation of a structure of composition C21H29AsF6N4OS5Ti, from the OMol25 dataset.

Positions of all 68 atoms, in Å:
Ti 0.156 -0.242 0.284
S -1.868 -1.531 0.381
C -1.570 -3.002 1.274
C -2.453 -4.080 1.217
C -2.197 -5.213 1.966
C -1.064 -5.281 2.775
C -0.183 -4.218 2.830
C -0.435 -3.072 2.074
S 0.600 -1.680 2.158
H -3.327 -4.017 0.582
H -2.879 -6.051 1.917
H -0.867 -6.170 3.360
H 0.704 -4.260 3.449
C -2.386 0.244 -1.975
N -0.934 -0.048 -1.990
C -0.779 -1.281 -2.788
C -0.244 1.045 -2.706
C 1.236 1.017 -2.446
N 1.528 1.200 -1.014
C 2.960 0.871 -0.803
C 1.376 2.631 -0.676
H -2.695 0.626 -2.954
H -2.635 0.960 -1.199
H -2.939 -0.668 -1.774
H -1.332 -1.169 -3.729
H -1.175 -2.128 -2.232
H 0.264 -1.460 -3.021
H -0.658 1.995 -2.383
H -0.436 0.959 -3.782
H 1.724 1.812 -3.024
H 1.672 0.073 -2.762
H 3.557 1.354 -1.583
H 3.122 -0.201 -0.848
H 3.279 1.248 0.161
H 2.060 3.221 -1.296
H 1.617 2.794 0.367
H 0.364 2.973 -0.859
N -1.742 0.317 3.105
C -1.653 1.474 2.449
N -1.485 1.610 1.146
C -1.672 2.971 0.814
C -1.844 3.518 -0.455
C -2.007 4.884 -0.615
C -2.028 5.739 0.481
C -1.939 5.215 1.758
C -1.791 3.845 1.903
S -1.841 2.942 3.380
H -1.589 -0.535 2.582
H -1.553 0.298 4.092
H -1.876 2.883 -1.319
H -2.132 5.286 -1.612
H -2.150 6.804 0.340
H -2.011 5.854 2.628
F 1.222 0.825 1.594
As 2.451 1.213 3.232
F 3.550 0.269 2.336
F 2.801 2.597 2.267
F 3.503 1.762 4.448
F 1.012 1.949 3.790
F 2.032 -0.181 4.126
C 2.627 -4.800 -3.193
O 1.992 -4.083 -2.133
C 2.161 -2.766 -2.051
S 3.057 -1.920 -3.150
S 1.409 -2.265 -0.550
H 2.310 -5.831 -3.066
H 3.710 -4.718 -3.115
H 2.312 -4.411 -4.161

Results
Relative energy (zero: lowest compared OMol25 entry of this formula, charge and spin) ... 22.0 kcal/mol
Frontier orbital gap ... 6.71 eV
Electronic energy ... -6787.47163 hartree
LUMO energy ... -1.202 eV
HOMO energy ... -7.91 eV


The following is a quantum chemistry calculation of an isolated molecule of C21H29BClN2O8P at a distorted geometry, from the OMol25 dataset.

Positions of all 63 atoms, in Å:
C -6.212 -5.705 -1.602
C -5.475 -5.548 -3.008
O -4.648 -6.430 -3.344
O -5.692 -4.479 -3.933
C -4.779 -3.356 -3.632
C -3.295 -3.708 -4.130
C -2.355 -2.395 -4.272
C -1.031 -2.667 -3.389
C 0.021 -1.464 -3.574
C -0.056 -0.515 -2.243
C 1.291 -0.613 -1.372
C 2.005 0.847 -1.268
C 2.506 1.164 0.212
C 3.997 1.499 0.577
Cl 5.279 1.600 -0.717
C 4.480 1.799 2.037
P 6.292 2.228 2.395
O 6.588 3.672 1.881
C 3.451 1.780 3.229
B 3.831 2.069 4.780
O 3.617 3.353 5.400
O 4.364 0.964 5.552
C 1.993 1.462 2.847
C 1.514 1.157 1.395
C -0.060 0.909 1.485
O -0.794 0.199 0.781
N -0.397 1.729 2.699
N -0.362 3.042 2.195
C -1.716 3.440 1.637
C -0.091 4.056 3.252
C 1.281 4.902 3.074
O -0.797 4.272 4.259
C 0.655 1.382 3.704
O 0.541 1.060 4.899
H -6.394 -6.831 -1.454
H -7.242 -5.202 -1.554
H -5.552 -5.313 -0.754
H -4.850 -3.190 -2.502
H -5.203 -2.426 -4.166
H -3.396 -4.257 -5.132
H -2.812 -4.383 -3.327
H -2.892 -1.425 -4.007
H -2.029 -2.332 -5.364
H -1.370 -2.785 -2.306
H -0.548 -3.675 -3.682
H -0.237 -0.815 -4.482
H 1.065 -1.903 -3.730
H -1.011 -0.769 -1.647
H -0.226 0.561 -2.627
H 2.022 -1.312 -1.907
H 1.115 -1.074 -0.328
H 2.947 0.777 -1.926
H 1.368 1.694 -1.683
H 7.202 1.366 1.686
H 6.549 2.270 3.818
H 3.116 3.149 6.233
H 3.736 0.203 5.464
H -2.544 3.024 2.326
H -1.850 3.146 0.545
H -1.822 4.586 1.679
H 1.833 4.556 2.120
H 1.986 4.638 3.941
H 1.094 6.018 2.954

Results
Relative energy (zero: lowest compared OMol25 entry of this formula, charge and spin) ... 172.9 kcal/mol
Frontier orbital gap ... 7.89 eV
SMILES ... CC(=O)OCCCCCCCCc1c(Cl)c([PH2]=O)c(B(O)O)c2c1C(=O)N(N(C)C(C)=O)C2=O
Electronic energy ... -2355.17700 hartree
LUMO energy ... -1.534 eV
HOMO energy ... -9.42 eV


The following is a quantum chemistry calculation of the ion C21H29BrCl2N6O2PS2 with charge +1 at a distorted geometry, from the OMol25 dataset.

Positions of all 64 atoms, in Å:
C -3.241 -0.573 2.028
C -3.813 -1.801 1.231
Cl -3.930 -3.245 2.361
C -3.203 -2.112 -0.168
Cl -4.174 -3.541 -0.827
N -1.691 -2.250 -0.314
P -1.516 -3.309 -1.850
N 0.053 -4.006 -1.954
O -1.622 -2.278 -3.187
C -1.152 -0.880 -0.622
C 0.402 -0.866 -0.974
C 0.713 0.617 -1.416
C 2.110 0.766 -2.155
C 2.189 2.285 -2.645
S 3.024 3.350 -1.401
C 1.788 4.390 -0.557
S 0.889 3.821 0.704
N 1.550 5.781 -0.921
C 0.287 6.160 -1.358
C 0.385 7.585 -1.623
N 1.693 7.949 -1.290
C 2.410 6.880 -0.874
N 1.135 -1.366 0.186
C 1.675 -0.375 1.093
C 0.759 0.178 2.109
C 1.295 1.157 3.051
C 2.705 1.506 2.905
C 3.454 0.834 1.854
N 2.989 -0.080 0.960
C 0.638 -2.589 0.813
C -0.945 -2.812 0.845
C -1.113 -4.396 1.019
C -1.042 -4.875 2.507
O -1.506 -5.941 2.750
Br -0.302 -3.870 4.014
H -3.001 0.304 1.371
H -2.387 -0.834 2.704
H -4.068 -0.224 2.708
H -4.894 -1.547 1.045
H -3.528 -1.281 -0.854
H 0.595 -3.685 -2.766
H -0.035 -5.025 -2.007
H -1.943 -2.779 -3.959
H -1.246 -0.162 0.241
H -1.653 -0.368 -1.482
H 0.653 -1.504 -1.868
H 0.547 1.382 -0.617
H -0.055 0.848 -2.215
H 2.977 0.472 -1.519
H 2.067 0.114 -3.074
H 1.139 2.616 -2.888
H 2.741 2.314 -3.620
H -0.562 5.459 -1.460
H -0.424 8.244 -2.001
H 3.466 6.878 -0.542
H -0.303 -0.133 2.185
H 0.707 1.638 3.861
H 3.233 2.256 3.540
H 4.537 1.109 1.767
H 0.988 -2.583 1.884
H 1.183 -3.460 0.347
H -1.254 -2.399 1.846
H -2.074 -4.785 0.605
H -0.301 -4.958 0.475

Results
Charge ... +1
Frontier orbital gap ... 7.13 eV
SMILES ... C[C@H](Cl)[C@H](Cl)[N@@+]1(P(N)O)C[C@@H](CCCSC(=S)n2ccnc2)N(c2ccccn2)C[C@@H]1CC(=O)Br
Electronic energy ... -5928.37761 hartree
LUMO energy ... -3.449 eV
HOMO energy ... -10.58 eV


The following is a quantum chemistry calculation of the ion C21H29BrNO2 with charge +1, from the OMol25 dataset.

Positions of all 54 atoms, in Å:
C 2.301 -2.631 -1.816
C 0.973 -1.900 -1.982
C 0.506 -1.196 -0.691
O 1.384 -0.121 -0.381
C 0.430 -2.183 0.470
C -0.257 -3.386 0.340
C -0.338 -4.275 1.395
C 0.267 -3.961 2.602
Br 0.150 -5.176 4.066
C 0.950 -2.766 2.755
C 1.026 -1.885 1.691
C -0.914 -0.599 -0.897
C -1.374 0.197 0.336
N -0.585 1.435 0.492
C -1.243 2.493 1.291
C -0.245 3.581 1.682
C 0.469 3.323 3.016
C 1.032 1.907 3.169
O 1.703 1.447 2.007
C -1.097 0.262 -2.129
C -2.275 0.136 -2.859
C -2.524 0.950 -3.949
C -1.599 1.910 -4.326
C -0.421 2.041 -3.613
C -0.171 1.227 -2.519
H 2.546 -3.151 -2.738
H 2.247 -3.365 -1.015
H 3.118 -1.942 -1.603
H 0.208 -2.607 -2.301
H 1.068 -1.147 -2.766
H 2.279 -0.477 -0.357
H -0.731 -3.649 -0.592
H -0.867 -5.207 1.282
H 1.419 -2.526 3.696
H 1.558 -0.955 1.821
H -1.594 -1.451 -0.982
H -2.423 0.472 0.201
H -1.277 -0.410 1.238
H -0.395 1.776 -0.467
H 0.363 1.210 0.897
H -1.678 2.042 2.184
H -2.055 2.914 0.694
H 0.488 3.694 0.881
H -0.770 4.532 1.767
H 1.276 4.050 3.113
H -0.222 3.493 3.842
H 0.231 1.184 3.344
H 1.702 1.874 4.033
H 2.496 1.976 1.865
H -3.001 -0.611 -2.574
H -3.439 0.831 -4.507
H -1.791 2.543 -5.178
H 0.313 2.775 -3.910
H 0.785 1.303 -2.019

Results
Charge ... +1
Frontier orbital gap ... 9.17 eV
SMILES ... CC[C@](O)(c1ccc(Br)cc1)[C@@H](C[NH2+]CCCCO)c1ccccc1
Electronic energy ... -3596.66312 hartree
LUMO energy ... -2.277 eV
HOMO energy ... -11.45 eV


The lowest electronic energy belongs to which entry?
C21H29AsF6N4OS5Ti